An isolated molecule of C5H14N2, computed with ωB97M-V with the def2-TZVPD basis set.

Summary:
Molecular weight (g/mol): 102.2
SMILES: CNCCN(C)C
Largest force on an atom (eV Å⁻¹): 2.1
Frontier orbital gap (eV): 8.7
DFT total energy (hartree): -308.35122

```
21
Properties=species:S:1:pos:R:3:forces:R:3:lowdin_charge:R:1
C 1.242 1.587 1.005 0.13 0.27 -1.82 -0.1082
N 0.062 1.504 0.157 -0.69 -0.01 -0.20 -0.2854
C -0.133 2.657 -0.727 -0.57 -1.18 0.68 -0.0953
C -0.419 0.225 -0.372 -0.04 -0.17 0.71 -0.2032
C 0.500 -0.984 -0.048 -0.37 0.87 -1.30 -0.2517
N -0.042 -2.264 -0.446 -0.42 -0.47 0.52 -0.1359
C -1.157 -2.841 0.367 0.75 1.56 -1.15 -0.1046
H 1.163 1.035 1.932 -0.05 0.03 0.20 0.0743
H 1.406 2.654 1.160 -0.04 -0.08 0.56 0.0780
H 2.125 1.263 0.422 0.16 -0.16 0.49 0.0835
H 0.827 2.964 -1.140 -0.09 0.57 -0.14 0.0801
H -0.817 2.362 -1.522 0.25 -0.07 -0.28 0.0705
H -0.713 3.411 -0.193 0.62 0.58 0.00 0.0791
H -1.440 0.057 -0.003 0.04 -0.24 0.21 0.1073
H -0.557 0.246 -1.463 0.35 0.18 0.00 0.1045
H 0.828 -0.946 0.984 0.03 -0.37 0.15 0.1018
H 1.350 -0.840 -0.724 0.40 0.03 0.53 0.1147
H -0.343 -2.176 -1.403 0.04 -0.15 -0.18 0.0860
H -2.090 -2.696 -0.183 -0.16 -0.47 0.14 0.0698
H -0.913 -3.879 0.534 -0.37 -0.22 0.45 0.0624
H -1.255 -2.219 1.254 0.04 -0.48 0.44 0.0723
```
Forces are in eV/Å.